A structure of composition C25H15F12N3O6Pt, computed with ωB97M-V/def2-TZVPD.

Each line ends with the Löwdin charge.
Geometry (Å):
Pt -1.03 -0.24 0.09  1.22
C 3.41 4.28 2.88  -0.07
C 2.79 3.11 2.17  -0.29
C 3.30 2.63 0.97  -0.06
C 2.69 1.59 0.30  -0.02
C 1.52 0.95 0.79  -0.22
N 0.93 -0.02 0.02  -0.12
C 1.67 -0.83 -0.81  -0.24
C 2.89 -1.37 -0.35  -0.03
C 3.65 -2.21 -1.13  -0.06
C 3.24 -2.58 -2.40  -0.29
C 4.04 -3.52 -3.26  -0.07
C 2.03 -2.06 -2.85  0.00
C 1.23 -1.20 -2.10  -0.05
C -0.06 -0.59 -2.69  -0.35
O -1.15 -0.49 -1.89  -0.28
C -0.60 -1.43 -3.90  -0.54
F -0.68 -2.73 -3.57  0.14
F 0.17 -1.36 -5.02  0.11
F -1.82 -1.05 -4.27  0.17
C 0.32 0.83 -3.25  -0.53
F 1.43 0.81 -4.02  0.12
F 0.57 1.69 -2.25  0.16
F -0.66 1.36 -4.00  0.16
C 1.01 1.43 2.02  -0.06
C 1.65 2.49 2.66  -0.01
C -0.19 0.78 2.74  -0.35
O -0.85 -0.23 2.10  -0.31
C -1.26 1.86 3.11  -0.54
F -1.56 2.60 2.04  0.16
F -2.40 1.29 3.53  0.14
F -0.90 2.72 4.09  0.12
C 0.33 0.10 4.04  -0.54
F -0.67 -0.51 4.72  0.14
F 1.22 -0.85 3.74  0.16
F 0.93 0.92 4.93  0.13
H 4.49 4.31 2.73  0.06
H 3.22 4.23 3.95  0.07
H 3.00 5.23 2.52  0.07
H 4.19 3.08 0.53  0.10
H 3.08 1.26 -0.65  0.11
H 3.21 -1.11 0.65  0.12
H 4.59 -2.61 -0.73  0.10
H 5.06 -3.62 -2.88  0.06
H 4.10 -3.17 -4.29  0.07
H 3.59 -4.52 -3.28  0.07
H 1.73 -2.34 -3.85  0.11
H 1.25 2.86 3.59  0.11
O -7.17 -1.18 -0.80  -0.03
C -6.70 -1.45 0.35  -0.63
O -7.30 -1.97 1.30  -0.02
C -5.23 -1.14 0.57  -0.05
C -4.55 -1.54 1.70  -0.02
N -3.27 -1.19 1.56  0.02
N -3.06 -0.55 0.40  -0.06
C -4.25 -0.50 -0.22  -0.10
C -4.41 0.30 -1.49  -0.51
O -5.49 0.02 -2.19  0.07
O -3.63 1.16 -1.79  0.09
H -6.20 -0.55 -1.63  0.04
H -4.93 -2.04 2.58  0.13
H -2.50 -1.16 2.21  0.12

Strongest force on any atom: 0.21 eV/A
Net charge: -2
Energy relative to the best compared isomer or geometry (same formula, charge and spin): 0.0 kcal per mole
Total energy: -2895.36277 Eh
Lowest unoccupied orbital energy: 4.32 eV
Multiplicity: 1

***

An isolated molecule of C5H11N in a non-equilibrium geometry, computed with ωB97M-V/def2-TZVPD.

Each line ends with the Löwdin charge.
Geometry (Å):
C 0.81 -1.84 -0.45  0.04
C -0.07 -0.85 -0.37  -0.38
C -1.05 -0.61 -1.50  -0.07
C -0.40 -0.11 0.91  -0.18
C -0.13 1.40 0.85  -0.28
N 1.29 1.66 1.10  -0.01
H 0.94 -2.35 -1.40  0.06
H 1.59 -2.03 0.28  0.06
H -1.09 0.46 -1.69  0.07
H -2.04 -0.96 -1.20  0.08
H -0.81 -1.14 -2.42  0.07
H 0.18 -0.57 1.70  0.11
H -1.46 -0.28 1.15  0.12
H -0.46 1.84 -0.10  0.10
H -0.70 1.82 1.68  0.10
H 1.86 0.96 0.65  0.06
H 1.56 2.59 0.81  0.06

Strongest force on any atom: 1.22 eV/A
Structure (SMILES): C=C(C)CCN
Energy relative to the best compared isomer or geometry (same formula, charge and spin): 17.4 kcal per mole
Total energy: -251.83486 Eh
Lowest unoccupied orbital energy: 1.07 eV
Multiplicity: 1

***

A structure of composition C22H21IN7O2STi, computed with ωB97M-V/def2-TZVPD.

Each line ends with the Löwdin charge.
Geometry (Å):
Ti 0.38 -0.16 -0.41  0.85
C -0.91 -3.33 -2.97  -0.03
C -0.64 -1.98 -2.40  -0.31
N -0.55 -1.78 -1.02  -0.22
O -0.42 -3.00 -0.30  -0.14
C -0.39 -0.85 -3.10  -0.29
C -0.52 -0.63 -4.57  -0.03
N 0.10 0.16 -2.27  -0.14
O -0.24 1.44 -2.68  -0.11
H -1.70 -3.84 -2.42  0.08
H -0.01 -3.96 -2.91  0.08
H -1.19 -3.25 -4.02  0.07
H 0.56 -3.09 -0.27  0.00
H 0.37 -0.97 -5.11  0.08
H -0.65 0.43 -4.77  0.07
H -1.38 -1.16 -4.98  0.07
S 2.39 -1.68 -0.50  0.64
C 3.05 -1.85 1.13  -0.68
C 2.59 -2.85 1.99  -0.14
C 3.09 -2.97 3.28  -0.11
C 4.06 -2.10 3.74  -0.11
C 4.53 -1.10 2.89  -0.10
C 4.04 -0.99 1.60  -0.14
H 1.81 -3.53 1.65  0.09
H 2.71 -3.75 3.93  0.10
H 4.44 -2.18 4.75  0.09
H 5.28 -0.40 3.24  0.10
H 4.40 -0.20 0.95  0.10
N 1.66 1.42 0.28  0.06
C 1.75 2.23 1.12  -0.34
N 1.85 3.15 2.01  0.08
C 2.25 2.80 3.22  -0.42
N 2.60 2.55 4.30  0.08
I -5.45 1.00 -0.99  0.78
C -3.46 1.60 -1.16  -0.76
C -3.12 2.77 -1.89  -0.18
C -1.82 3.12 -2.00  -0.04
C -0.77 2.23 -1.47  -0.33
N -1.19 1.29 -0.48  -0.06
C -2.49 0.94 -0.48  -0.25
H -3.90 3.39 -2.32  0.08
H -1.52 4.03 -2.49  0.10
H 0.12 2.76 -1.14  0.11
H -2.75 0.10 0.16  0.07
C -0.76 -1.06 4.38  -0.06
C 0.46 -0.51 4.05  -0.03
C 0.78 -0.36 2.71  -0.12
N -0.06 -0.70 1.73  0.01
C -1.24 -1.25 2.05  -0.12
C -1.62 -1.45 3.36  -0.04
H -1.04 -1.19 5.41  0.11
H 1.17 -0.18 4.79  0.11
H 1.73 0.06 2.41  0.08
H -1.86 -1.56 1.22  0.10
H -2.58 -1.90 3.58  0.11

Strongest force on any atom: 0.40 eV/A
Net charge: -1
Total energy: -2930.10791 Eh
Lowest unoccupied orbital energy: 2.26 eV
Multiplicity: 1

***

no.,orbital gap (eV)
1,6.4
2,10.2
3,6.5